C26H34N3OPW as an isolated structure, computed with ωB97M-V/def2-TZVPD.

Energy above the lowest of the compared OMol25 structures with the same formula, charge and spin, eV: 0.993
F_max, eV Å⁻¹: 0.96
HOMO (alpha / beta), eV: -13.404 / -14.033
Kohn-Sham gap (alpha / beta), eV: 7.65 / 7.47

ORCA input file:
```
! RIJCOSX wB97M-V def2-TZVPD def2/J DEFGRID3
* xyz 2 3
W 0.251 -0.370 1.241
N -1.399 1.987 2.498
P -1.850 0.828 1.325
C -2.563 1.697 -0.066
C -3.723 2.455 0.140
C -4.276 3.164 -0.911
C -3.688 3.106 -2.172
C -2.551 2.343 -2.385
C -1.981 1.638 -1.330
C -3.177 -0.111 2.090
C -3.761 -1.127 1.329
C -4.747 -1.927 1.886
C -5.157 -1.711 3.199
C -4.576 -0.703 3.955
C -3.580 0.096 3.404
C -0.067 2.362 2.580
C 0.318 3.583 3.127
C 1.653 3.897 3.182
C 2.602 2.999 2.686
C 2.162 1.825 2.161
N 0.843 1.486 2.114
H -2.056 2.720 2.733
H -4.211 2.476 1.111
H -5.171 3.753 -0.756
H -4.128 3.656 -2.995
H -2.105 2.297 -3.371
H -1.090 1.047 -1.488
H -3.465 -1.285 0.298
H -5.209 -2.707 1.296
H -5.940 -2.325 3.629
H -4.906 -0.528 4.972
H -3.119 0.873 4.004
H -0.437 4.268 3.490
H 1.965 4.847 3.597
H 3.660 3.220 2.700
H 2.846 1.099 1.749
C 2.230 -2.064 -1.865
C 1.490 -1.657 -0.603
C 0.189 -2.476 -0.436
C 2.374 -1.902 0.642
C 1.057 -0.161 -0.512
H 2.585 -3.098 -1.801
H 3.092 -1.415 -2.025
H 1.575 -1.982 -2.736
H 0.385 -3.546 -0.367
H -0.503 -2.272 -1.245
H -0.361 -2.258 0.508
H 2.475 -2.959 0.886
H 1.977 -1.446 1.583
H 3.357 -1.453 0.523
H 1.306 0.507 -1.332
C -1.755 -3.059 5.944
N -1.067 -2.102 5.060
C -0.391 -0.975 5.711
C -1.056 -2.268 3.753
C -1.776 -3.438 3.156
O -0.454 -1.452 3.000
H -1.568 -2.756 6.970
H -1.372 -4.069 5.809
H -2.831 -3.052 5.772
H -1.112 -0.430 6.321
H 0.026 -0.313 4.964
H 0.405 -1.345 6.355
H -2.807 -3.491 3.509
H -1.281 -4.371 3.436
H -1.775 -3.341 2.076
*
```

Atomic partial charges in e from the Mulliken method, atoms 1 to 4: number 1, W, carries 1.123; number 2, N, carries 0.319; number 3, P, carries 0.554; number 4, C, carries 0.903



One molecule with the formula C26H34N4O3, computed with ωB97M-V/def2-TZVPD.

SMILES string: CC(C)(C)c1ccc(C(=O)N2CCN(CCNC(=O)C(=O)NCc3ccccc3)CC2)cc1
Energy above the lowest of the compared OMol25 structures with the same formula, charge and spin, eV: 1.033
F_max, eV Å⁻¹: 0.56
HOMO, eV: -8.491
Kohn-Sham gap, eV: 9.11

ORCA input file:
```
! RIJCOSX wB97M-V def2-TZVPD def2/J DEFGRID3
* xyz 0 1
C 5.974 1.422 0.372
C 4.875 0.371 0.586
C 5.299 -0.913 -0.132
C 4.738 0.058 2.083
C 3.556 0.925 0.071
C 3.044 2.096 0.627
C 1.854 2.643 0.191
C 1.126 2.027 -0.822
C -0.093 2.673 -1.395
O -0.145 2.972 -2.576
N -1.095 2.968 -0.530
C -1.233 2.465 0.813
C -2.512 1.622 0.920
N -3.636 2.456 0.550
C -4.942 2.025 0.977
C -5.560 0.804 0.261
N -4.890 -0.428 0.583
C -4.167 -1.141 -0.285
O -3.998 -0.886 -1.466
C -3.519 -2.358 0.382
O -3.633 -2.565 1.579
N -2.852 -3.111 -0.494
C -2.068 -4.270 -0.136
C -0.596 -4.026 -0.353
C 0.163 -4.882 -1.138
C 1.512 -4.642 -1.330
C 2.111 -3.539 -0.746
C 1.359 -2.678 0.036
C 0.012 -2.921 0.231
C -3.519 2.838 -0.845
C -2.259 3.689 -0.999
C 1.632 0.869 -1.393
C 2.825 0.325 -0.948
H 6.932 1.037 0.712
H 6.055 1.669 -0.684
H 5.762 2.336 0.920
H 4.570 -1.704 0.025
H 5.423 -0.743 -1.199
H 6.253 -1.253 0.268
H 3.951 -0.677 2.245
H 5.671 -0.349 2.467
H 4.495 0.949 2.655
H 3.584 2.603 1.413
H 1.496 3.566 0.625
H -1.311 3.311 1.506
H -0.367 1.858 1.078
H -2.403 0.746 0.260
H -2.635 1.278 1.949
H -4.888 1.816 2.050
H -5.624 2.868 0.831
H -6.614 0.727 0.549
H -5.495 0.926 -0.822
H -4.895 -0.771 1.537
H -2.822 -2.765 -1.446
H -2.270 -4.460 0.923
H -2.402 -5.132 -0.723
H -0.302 -5.743 -1.597
H 2.096 -5.314 -1.941
H 3.164 -3.356 -0.902
H 1.819 -1.813 0.492
H -0.576 -2.253 0.844
H -3.446 1.961 -1.509
H -4.393 3.427 -1.129
H -2.367 4.602 -0.403
H -2.090 3.947 -2.045
H 1.087 0.393 -2.194
H 3.180 -0.574 -1.425
*
```

Atomic partial charges in e from the Mulliken method, atoms 1 to 4: number 1, C, carries -1.805; number 2, C, carries 2.035; number 3, C, carries -1.917; number 4, C, carries -1.617



A 2-piece molecular cluster, C26H34N4O4 overall at a distorted geometry, computed with ωB97M-V/def2-TZVPD.

SMILES string: CNC(=O)[C@H](Cc1c[nH]c2ccccc12)NC(C)=O.Cc1cc(C2CCCCC2)n(O)c(=O)c1
Energy above the lowest of the compared OMol25 structures with the same formula, charge and spin, eV: 2.516
F_max, eV Å⁻¹: 2.11
HOMO, eV: -8.020
Kohn-Sham gap, eV: 8.44

ORCA input file:
```
! RIJCOSX wB97M-V def2-TZVPD def2/J DEFGRID3
* xyz 0 1
C 0.878 4.884 2.959
N 0.275 4.678 1.645
C -0.830 3.958 1.428
O -1.488 3.485 2.351
C -1.321 3.736 -0.019
C -0.564 2.604 -0.736
C -0.236 1.431 0.132
C -1.076 0.416 0.433
N -0.476 -0.424 1.351
C 0.786 0.011 1.689
C 1.761 -0.482 2.566
C 2.960 0.233 2.725
C 3.168 1.420 1.999
C 2.185 1.900 1.112
C 0.967 1.206 0.932
N -1.400 4.934 -0.880
C -0.400 5.738 -1.251
C -0.782 6.932 -2.092
O 0.774 5.558 -0.956
H 1.307 3.943 3.312
H 0.116 5.209 3.670
H 1.663 5.639 2.899
H 0.752 5.045 0.828
H -2.341 3.373 0.109
H -1.155 2.262 -1.587
H 0.378 2.988 -1.127
H -2.086 0.316 0.055
H -0.935 -1.224 1.761
H 1.585 -1.391 3.121
H 3.719 -0.125 3.407
H 4.092 1.969 2.125
H 2.355 2.815 0.563
H -2.320 5.198 -1.193
H 0.120 7.491 -2.339
H -1.462 7.569 -1.530
H -1.258 6.592 -3.009
C 3.590 -1.356 -1.270
C 2.715 -2.575 -1.192
C 1.271 -2.434 -1.009
C 0.429 -3.534 -0.908
C -1.053 -3.274 -0.668
C -1.888 -3.434 -1.950
C -3.406 -3.464 -1.670
C -3.775 -2.873 -0.302
C -3.070 -3.624 0.841
C -1.661 -4.115 0.469
N 0.986 -4.828 -1.015
O 0.199 -6.016 -1.033
C 2.361 -4.986 -1.178
O 2.818 -6.124 -1.259
C 3.242 -3.841 -1.271
H 4.644 -1.633 -1.369
H 3.309 -0.745 -2.133
H 3.474 -0.754 -0.363
H 0.865 -1.430 -0.940
H -1.147 -2.230 -0.371
H -1.606 -4.358 -2.466
H -1.659 -2.601 -2.623
H -3.934 -2.925 -2.463
H -3.747 -4.505 -1.698
H -3.489 -1.817 -0.281
H -4.859 -2.920 -0.156
H -3.010 -2.961 1.710
H -3.674 -4.491 1.131
H -1.013 -4.082 1.350
H -1.741 -5.159 0.157
H 0.815 -6.776 -1.116
H 4.302 -4.019 -1.402
*
```

Atomic partial charges in e from the Mulliken method, atoms 1 to 4: number 1, C, carries -0.995; number 2, N, carries 0.011; number 3, C, carries 0.237; number 4, O, carries -0.724



C26H34NO5PPtSeTe as an isolated structure, computed with ωB97M-V/def2-TZVPD.

Energy above the lowest of the compared OMol25 structures with the same formula, charge and spin, eV: 3.740
F_max, eV Å⁻¹: 0.58
HOMO, eV: -0.110
Kohn-Sham gap, eV: 4.09

ORCA input file:
```
! RIJCOSX wB97M-V def2-TZVPD def2/J DEFGRID3
* xyz -2 1
Pt -1.298 1.586 0.674
C 5.549 -4.313 -4.601
C 4.668 -3.542 -3.652
C 3.310 -3.810 -3.532
C 2.490 -3.112 -2.652
C 1.031 -3.463 -2.587
C 3.009 -2.093 -1.815
Se 1.905 -1.242 -0.515
C 4.387 -1.797 -1.972
C 5.046 -0.697 -1.179
C 5.175 -2.516 -2.862
H 4.963 -5.041 -5.167
H 6.337 -4.861 -4.075
H 6.045 -3.655 -5.323
H 2.871 -4.598 -4.143
H 0.766 -4.173 -3.377
H 0.418 -2.563 -2.671
H 0.777 -3.891 -1.613
H 4.294 -0.138 -0.623
H 5.592 -0.017 -1.842
H 5.761 -1.105 -0.456
H 6.233 -2.265 -2.938
C -0.513 -2.885 2.165
C -1.963 -2.733 2.555
O -2.241 -1.399 3.046
P -2.909 -0.244 2.203
O -2.436 1.109 2.650
Te -2.720 -0.484 -0.162
O -4.476 -0.330 2.631
C -5.097 -1.533 3.049
C -6.315 -1.176 3.877
H -0.267 -3.951 2.118
H 0.131 -2.386 2.893
H -0.295 -2.425 1.202
H -2.233 -3.394 3.383
H -2.634 -2.952 1.718
H -4.402 -2.136 3.635
H -5.392 -2.116 2.168
H -6.026 -0.507 4.687
H -6.761 -2.076 4.305
H -7.064 -0.669 3.268
C 0.699 1.746 3.609
C 0.734 0.294 3.096
O 1.169 -0.579 3.870
O 0.313 0.123 1.915
H 1.130 1.815 4.609
H -0.336 2.091 3.627
H 1.254 2.389 2.921
C -2.982 5.878 0.337
C -3.417 5.005 1.321
C -2.570 3.993 1.739
N -1.361 3.788 1.198
C -0.925 4.676 0.302
C -1.696 5.734 -0.155
H -3.631 6.662 -0.034
H -4.402 5.088 1.760
H -2.846 3.307 2.529
H 0.076 4.516 -0.076
H -1.285 6.415 -0.888
C 0.971 2.773 -3.340
C -0.388 2.500 -3.394
C -1.074 2.101 -2.250
C -0.416 1.976 -1.024
C 0.960 2.233 -0.991
C 1.642 2.631 -2.131
H 1.509 3.067 -4.235
H -0.924 2.594 -4.334
H -2.133 1.881 -2.312
H 1.499 2.082 -0.062
H 2.709 2.815 -2.076
*
```

Atomic partial charges in e from the Mulliken method, atoms 1 to 4: number 1, Pt, carries 1.212; number 2, C, carries -1.417; number 3, C, carries 0.797; number 4, C, carries -0.988



C26H35AsBrF5N4OSV as an isolated structure at a distorted geometry, computed with ωB97M-V/def2-TZVPD.

Energy above the lowest of the compared OMol25 structures with the same formula, charge and spin, eV: 1.539
F_max, eV Å⁻¹: 2.22
HOMO (alpha / beta), eV: -10.410 / -10.483
Kohn-Sham gap (alpha / beta), eV: 7.59 / 7.83

ORCA input file:
```
! RIJCOSX wB97M-V def2-TZVPD def2/J DEFGRID3
* xyz 1 3
V 0.077 -0.389 -0.168
N -1.317 1.818 0.904
C -2.701 1.756 1.420
C -3.157 0.340 1.766
C -3.377 -0.582 0.569
N -2.132 -1.234 0.103
H -0.687 1.438 1.577
H -1.039 2.779 0.755
H -3.367 2.157 0.652
H -2.834 2.389 2.301
H -4.103 0.427 2.304
H -2.445 -0.127 2.453
H -3.791 0.001 -0.252
H -4.118 -1.335 0.826
H -2.328 -1.817 -0.701
H -1.796 -1.869 0.818
F 4.655 5.240 1.649
C 4.069 4.162 1.158
C 3.064 3.532 1.855
F 2.662 3.999 3.038
C 2.472 2.409 1.319
F 1.499 1.852 2.046
C 2.829 1.852 0.104
S 2.213 0.347 -0.590
C 3.837 2.531 -0.576
F 4.238 2.093 -1.764
C 4.450 3.657 -0.066
F 5.406 4.269 -0.754
Br 1.263 -0.207 -3.891
C -0.289 0.578 -3.184
C -1.050 1.215 -4.155
C -2.204 1.880 -3.811
C -2.561 1.907 -2.477
C -1.773 1.247 -1.571
N -0.644 0.549 -1.869
H -0.713 1.173 -5.182
H -2.804 2.371 -4.568
H -3.443 2.431 -2.135
H -2.025 1.274 -0.529
C 0.772 -4.529 1.514
N 2.169 -4.108 1.440
C 3.044 -5.269 1.315
C 2.450 -3.032 0.450
C 1.591 -3.090 -0.798
C 1.851 -4.150 -1.672
C 1.011 -4.445 -2.738
C -0.123 -3.678 -2.932
C -0.351 -2.587 -2.105
C 0.501 -2.224 -1.046
H 0.637 -5.157 2.399
H 0.449 -5.111 0.641
H 0.124 -3.658 1.586
H 2.916 -5.911 2.189
H 4.085 -4.948 1.281
H 2.833 -5.879 0.424
H 3.504 -3.110 0.178
H 2.319 -2.076 0.932
H 2.726 -4.771 -1.500
H 1.237 -5.274 -3.400
H -0.807 -3.901 -3.746
H -1.218 -1.974 -2.338
C -0.399 -2.546 4.161
As 0.507 -1.062 3.360
C 2.368 -1.323 3.662
C -0.071 0.407 4.463
O 0.070 -0.979 1.739
H -0.182 -2.540 5.228
H -0.049 -3.477 3.720
H -1.471 -2.449 4.012
H 2.508 -1.414 4.740
H 2.936 -0.477 3.281
H 2.651 -2.246 3.149
H 0.160 0.100 5.484
H -1.147 0.544 4.374
H 0.453 1.330 4.234
*
```

Atomic partial charges in e from the Mulliken method, atoms 1 to 4: number 1, V, carries 0.544; number 2, N, carries -0.230; number 3, C, carries -0.923; number 4, C, carries 0.090



C26H35B2ClF6N8O7W as an isolated structure at a distorted geometry, computed with ωB97M-V/def2-TZVPD.

Energy above the lowest of the compared OMol25 structures with the same formula, charge and spin, eV: 1.799
F_max, eV Å⁻¹: 1.15
HOMO (alpha / beta), eV: -11.501 / -11.779
Kohn-Sham gap (alpha / beta), eV: 8.20 / 5.95

ORCA input file:
```
! RIJCOSX wB97M-V def2-TZVPD def2/J DEFGRID3
* xyz 1 4
W 0.228 0.462 0.630
C -0.769 1.493 4.103
C -1.807 1.163 3.087
C -3.180 1.272 3.303
C -3.771 0.936 2.108
N -2.811 0.631 1.226
N -1.583 0.768 1.820
B -2.880 0.560 -0.311
N -2.089 1.769 -0.875
C -2.531 2.882 -1.466
C -1.444 3.620 -1.882
C -0.326 2.887 -1.492
C 1.092 3.225 -1.780
N -0.725 1.771 -0.852
N -2.132 -0.703 -0.810
C -2.641 -1.714 -1.519
C -1.609 -2.554 -1.878
C -0.461 -1.989 -1.338
C 0.923 -2.498 -1.512
N -0.792 -0.865 -0.670
N -4.275 0.536 -0.863
C -4.653 0.719 -2.156
C -5.927 0.242 -2.304
C -6.273 -0.255 -1.029
C -7.543 -0.905 -0.597
N -5.276 -0.088 -0.181
H -1.059 1.072 5.066
H -0.715 2.575 4.219
H 0.218 1.125 3.858
H -3.665 1.555 4.217
H -4.801 0.872 1.811
H -3.585 3.066 -1.565
H -1.449 4.552 -2.413
H 1.144 4.244 -2.161
H 1.487 2.551 -2.538
H 1.729 3.160 -0.902
H -3.695 -1.755 -1.721
H -1.671 -3.459 -2.451
H 0.901 -3.585 -1.572
H 1.576 -2.240 -0.682
H 1.341 -2.108 -2.440
H -3.986 1.154 -2.879
H -6.529 0.253 -3.193
H -8.383 -0.555 -1.194
H -7.744 -0.685 0.448
H -7.484 -1.988 -0.708
O 1.893 3.281 3.105
Cl 1.896 2.467 1.970
O 2.968 2.726 1.087
O 1.823 1.013 2.282
O 0.579 2.570 1.213
C 0.201 -1.614 3.799
C 0.563 -2.168 2.429
O 0.752 -1.162 1.474
C -0.543 -3.144 1.971
F -0.878 -4.001 2.935
F -1.652 -2.456 1.644
F -0.182 -3.874 0.907
C 1.927 -2.891 2.543
F 1.828 -3.986 3.308
F 2.822 -2.067 3.104
F 2.409 -3.264 1.349
H -0.815 -1.228 3.785
H 0.898 -0.822 4.061
H 0.257 -2.398 4.555
C 5.541 0.472 -0.136
C 4.462 -0.346 -0.814
C 4.902 -1.787 -0.990
O 3.316 -0.388 0.143
B 2.288 0.044 -0.567
O 2.372 0.404 -1.841
C 3.856 0.326 -2.125
C 4.299 1.757 -2.353
C 3.992 -0.488 -3.394
H 5.861 -0.042 0.768
H 5.191 1.463 0.140
H 6.408 0.576 -0.787
H 5.252 -2.171 -0.034
H 5.719 -1.858 -1.705
H 4.089 -2.424 -1.331
H 4.107 2.389 -1.490
H 3.763 2.165 -3.208
H 5.362 1.795 -2.577
H 3.665 -1.517 -3.278
H 5.032 -0.499 -3.721
H 3.401 -0.018 -4.179
*
```

Atomic partial charges in e from the Mulliken method, atoms 1 to 4: number 1, W, carries 1.343; number 2, C, carries -1.215; number 3, C, carries 0.751; number 4, C, carries -1.880



- Among the records above, which one has the lowest F_max?
  C26H34N4O3



- Among the records above, which one has the highest F_max?
  C26H35AsBrF5N4OSV



- The lowest F_max belongs to which entry?
  C26H34N4O3



- Which of these has the highest F_max?
  C26H35AsBrF5N4OSV